The following is a DFT calculation (ωB97M-V with the def2-TZVPD basis set) of 2 unconnected molecules or ions with the total composition C4H6O2 in a non-equilibrium geometry.

**SMILES string**: C#CC.O=CO
**Energy relative to the best compared isomer or geometry (same formula, charge and spin)**: 267.55 kJ/mol
**E_tot**: -8337.6881 eV
**Spin multiplicity**: 1
**Largest force on an atom**: 4.64 eV/Å
**Charge**: 0

Cartesian coordinates (Å):
C -0.5271 1.4773 -0.3199
C -1.3189 0.6585 0.0770
C 2.7205 -0.5136 0.1188
C -2.3224 -0.4182 0.2128
O 3.0431 0.6399 0.0323
O 1.5771 -0.9002 -0.2266
H 0.0039 2.3472 -0.4747
H 3.4471 -1.1681 0.6158
H -3.0471 0.0051 -0.4553
H -2.6772 -0.6165 1.1631
H -1.9659 -1.3447 -0.0560
H 1.0669 -0.1668 -0.6873


The following is a DFT calculation (ωB97M-V with the def2-TZVPD basis set) of 3 unconnected molecules or ions with the total composition C4H13NO2 in a non-equilibrium geometry.

**SMILES string**: C=C(C)NC.O.O
**Energy relative to the best compared isomer or geometry (same formula, charge and spin)**: 230.35 kJ/mol
**E_tot**: -9941.8091 eV
**Spin multiplicity**: 1
**Largest force on an atom**: 3.60 eV/Å
**Charge**: 0

Cartesian coordinates (Å):
C -0.6616 1.1119 -1.8364
C 0.3847 0.6979 -0.8353
C 1.7591 0.6639 -0.9785
C -1.5390 0.2735 0.7509
N -0.0656 0.6096 0.5171
H -0.2259 1.0327 -2.8823
H -1.6975 0.5880 -1.9214
H -0.8595 2.1950 -1.7018
H 2.1117 1.0891 -1.9292
H 2.3462 0.2183 -0.0810
H -2.3049 1.0349 0.6164
H -1.8275 -0.4566 -0.0628
H -1.7015 -0.2225 1.7000
H 0.1606 1.3898 1.2136
H 0.6507 -0.5791 2.4028
H 1.6543 -1.7440 2.1677
O 1.1200 -1.3947 2.8750
H -0.2106 -2.7103 -0.4896
H 0.3355 -1.5852 0.5755
O 0.5707 -2.2120 -0.1006


no.,HOMO-LUMO gap (Ha),E_LUMO (eV)
1,0.40519,0.823
2,0.33846,0.635